1.
C43H52N3 as an isolated structure in a non-equilibrium geometry. Source: OMol25; level of theory: wB97M-V/def2-TZVPD.

Structure (XYZ):
```
98
Properties=species:S:1:pos:R:3:mulliken_charge:R:1
C -0.196 2.325 2.952 -0.976
C 0.778 2.544 1.807 1.827
C 2.020 3.314 2.271 -1.570
C 0.110 3.209 0.587 0.159
C -0.333 4.530 0.630 -0.699
C -0.676 5.215 -0.528 -1.258
C -0.644 4.565 -1.755 -0.455
C -0.288 3.225 -1.841 0.201
C -0.266 2.462 -3.170 1.857
C 0.117 3.323 -4.367 -1.883
C -1.590 1.740 -3.409 -1.239
C 0.002 2.551 -0.650 -0.530
N 0.420 1.172 -0.768 2.049
N 1.625 0.933 -1.335 -0.784
N 1.834 -0.381 -1.176 1.801
C 3.156 -0.931 -1.450 -0.934
C 4.036 -1.174 -0.387 0.228
C 3.727 -0.646 1.027 1.858
C 4.711 0.452 1.435 -1.490
C 3.653 -1.743 2.082 -1.400
C 5.239 -1.838 -0.651 -0.467
C 5.597 -2.173 -1.949 -1.427
C 4.766 -1.813 -3.004 -0.190
C 3.547 -1.172 -2.774 0.338
C 2.619 -0.785 -3.934 1.491
C 1.865 -1.999 -4.475 -1.280
C 3.347 -0.037 -5.050 -1.610
C 0.749 -0.994 -0.594 0.174
C 0.793 -2.414 -0.279 -0.862
C -0.164 -0.031 -0.294 1.049
C -1.480 -0.179 0.311 -1.371
H -0.994 1.630 2.668 -0.041
H 0.315 1.878 3.814 0.473
H -0.680 3.265 3.261 0.229
H 1.107 1.565 1.435 -0.762
H 2.745 3.424 1.456 0.384
H 1.750 4.324 2.606 0.315
H 2.516 2.787 3.097 0.388
H -0.358 5.027 1.592 0.461
H -0.980 6.261 -0.461 0.378
H -0.898 5.094 -2.669 0.311
H 0.533 1.718 -3.071 -0.521
H 1.038 3.882 -4.175 0.422
H 0.301 2.680 -5.236 0.372
H -0.672 4.041 -4.615 0.438
H -1.875 1.123 -2.547 0.204
H -2.389 2.480 -3.564 0.345
H -1.521 1.077 -4.283 0.354
H 2.735 -0.186 0.942 -0.814
H 4.740 1.248 0.680 0.354
H 4.403 0.895 2.391 0.392
H 5.729 0.047 1.518 0.339
H 2.924 -2.515 1.812 0.312
H 4.629 -2.233 2.210 0.305
H 3.333 -1.315 3.041 0.386
H 5.907 -2.068 0.180 0.415
H 6.541 -2.681 -2.148 0.394
H 5.059 -2.030 -4.032 0.366
H 1.899 -0.088 -3.485 -0.669
H 1.307 -2.504 -3.678 0.262
H 1.139 -1.690 -5.236 0.405
H 2.557 -2.735 -4.914 0.316
H 3.787 0.891 -4.672 0.393
H 4.165 -0.634 -5.470 0.329
H 2.635 0.222 -5.842 0.434
H -0.193 -2.696 0.092 0.246
H 1.029 -3.011 -1.173 0.330
H 1.516 -2.595 0.530 -0.441
H -2.202 -0.621 -0.463 0.394
H -1.752 0.677 0.944 0.051
C -2.319 -1.332 1.591 0.385
C -1.483 -1.287 2.835 0.608
C -0.352 -2.087 3.034 -0.253
C 0.559 -1.805 4.052 -0.745
C 0.269 -0.808 4.984 -0.395
C -0.923 -0.093 4.891 -0.765
C -1.816 -0.348 3.836 -0.509
C -3.782 -1.350 1.820 -0.796
C -4.639 -1.969 0.947 -0.417
C -6.059 -2.224 1.139 0.733
C -6.742 -3.114 0.270 -0.525
C -8.086 -3.415 0.454 -0.508
C -8.797 -2.824 1.503 -0.353
C -8.158 -1.935 2.371 -0.662
C -6.792 -1.643 2.209 -0.351
H -2.052 -2.151 0.919 0.555
H -0.163 -2.951 2.389 0.583
H 1.487 -2.375 4.129 0.597
H 0.963 -0.613 5.795 0.443
H -1.171 0.694 5.620 0.353
H -2.764 0.216 3.747 0.085
H -4.203 -0.918 2.747 0.113
H -4.214 -2.484 0.073 0.271
H -6.177 -3.549 -0.558 0.306
H -8.589 -4.089 -0.243 0.362
H -9.868 -3.040 1.613 0.351
H -8.741 -1.449 3.158 0.355
H -6.285 -0.943 2.882 0.318
```

The LUMO energy comes out at -3.0 eV. The energy above the lowest of the compared OMol25 structures with the same formula, charge and spin is 0.000 eV. The HOMO energy is -10.414 eV. Its charge is +1. For the HOMO-LUMO gap, the calculation gives 0.273 hartree.



2.
One molecule with the formula C23H25N3O5S. Source: OMol25; level of theory: wB97M-V/def2-TZVPD.

Structure (XYZ):
```
57
Properties=species:S:1:pos:R:3:mulliken_charge:R:1
O -2.425 -3.761 -0.253 -0.693
C -1.484 -3.213 0.287 0.680
C -1.501 -2.857 1.782 -0.902
N -1.325 -1.438 2.026 0.187
C -2.411 -0.576 1.608 -1.426
C -2.299 -0.178 0.122 1.354
C -3.060 1.087 -0.155 -0.421
C -2.386 2.290 -0.324 -0.017
C -3.091 3.459 -0.551 -0.853
C -4.475 3.440 -0.609 -0.423
C -5.152 2.244 -0.443 -0.772
C -4.448 1.074 -0.218 -0.329
C -0.123 -1.000 2.439 0.819
O 0.797 -1.756 2.717 -0.719
C 0.107 0.507 2.608 -0.602
N 1.496 0.792 2.280 -0.429
S 1.626 0.740 0.595 1.532
O 1.002 1.927 0.095 -0.804
O 1.091 -0.509 0.113 -0.194
C 3.384 0.790 0.331 -0.068
C 4.053 1.979 0.547 -0.418
C 5.425 2.019 0.361 -0.720
C 6.101 0.875 -0.036 -0.373
C 5.415 -0.311 -0.252 -0.897
C 4.042 -0.357 -0.066 -0.168
N -0.331 -2.906 -0.326 0.040
C -0.153 -3.038 -1.763 -1.222
C 0.301 -1.747 -2.356 0.377
C -0.384 -0.642 -2.771 -0.208
C 0.591 0.311 -3.150 -0.585
C 1.794 -0.285 -2.939 -0.608
O 1.630 -1.531 -2.464 -0.392
H -0.682 -3.381 2.281 0.438
H -2.456 -3.184 2.199 0.367
H -3.345 -1.119 1.775 0.354
H -2.433 0.316 2.237 0.487
H -1.246 -0.033 -0.128 -0.798
H -2.686 -0.993 -0.493 0.607
H -1.305 2.309 -0.290 0.514
H -2.557 4.388 -0.686 0.438
H -5.024 4.353 -0.786 0.386
H -6.231 2.222 -0.492 0.388
H -4.978 0.140 -0.097 0.435
H -0.497 1.120 1.943 0.221
H -0.077 0.790 3.649 0.269
H 2.068 0.046 2.671 0.349
H 3.488 2.848 0.845 0.453
H 5.966 2.938 0.524 0.403
H 7.170 0.908 -0.182 0.395
H 5.946 -1.196 -0.565 0.427
H 3.472 -1.257 -0.232 0.445
H 0.348 -2.321 0.144 0.189
H -1.114 -3.349 -2.180 0.544
H 0.599 -3.810 -1.962 0.266
H -1.447 -0.520 -2.806 0.642
H 0.415 1.300 -3.518 0.470
H 2.800 0.056 -3.085 0.565
```

The LUMO energy comes out at 0.3 eV. The energy above the lowest of the compared OMol25 structures with the same formula, charge and spin is 2.253 eV. The HOMO energy is -8.413 eV. As for the SMILES: O=C(CN(CCc1ccccc1)C(=O)CNS(=O)(=O)c1ccccc1)NCc1ccco1. For the HOMO-LUMO gap, the calculation gives 0.320 hartree.



3.
One molecule with the formula C5H4O in a non-equilibrium geometry. Source: OMol25; level of theory: wB97M-V/def2-TZVPD.

Structure (XYZ):
```
10
Properties=species:S:1:pos:R:3:mulliken_charge:R:1
C 3.046 -0.188 -0.593 -0.542
C 1.928 -0.149 0.586 -0.555
C 0.563 0.265 0.290 -0.113
C -0.620 0.548 0.158 0.778
C -2.066 0.479 -0.085 -0.114
O -2.963 -0.807 -0.194 -0.437
H 4.076 -0.626 -0.349 0.249
H 2.926 0.394 -1.579 0.259
H 1.999 -0.725 1.657 0.254
H -2.402 1.681 -0.316 0.221
```

The LUMO energy comes out at -1.6 eV. The energy above the lowest of the compared OMol25 structures with the same formula, charge and spin is 7.179 eV. The HOMO energy is -9.335 eV. As for the SMILES: C=CC#CC=O. For the HOMO-LUMO gap, the calculation gives 0.284 hartree.



4.
C6H12NO2 as an isolated structure in a non-equilibrium geometry. Source: OMol25; level of theory: wB97M-V/def2-TZVPD.

Structure (XYZ):
```
21
Properties=species:S:1:pos:R:3:mulliken_charge:R:1
C 0.589 -1.172 -0.205 0.707
C 1.532 -0.943 0.965 -0.838
C 1.738 0.405 0.317 0.341
C -2.168 0.081 0.209 -0.074
C 3.100 0.812 -0.153 -1.300
C -2.284 1.330 -0.689 -0.756
N -3.337 -0.417 0.628 -0.368
O -0.013 -2.092 -0.690 -0.322
O 0.735 0.023 -0.698 -0.283
H 2.306 -1.660 0.850 0.336
H 1.089 -1.100 1.877 0.360
H 1.306 1.101 0.988 0.384
H 3.278 1.692 -0.636 0.414
H 3.543 -0.033 -0.598 0.322
H 3.501 0.916 0.855 0.371
H -1.564 2.070 -0.328 0.255
H -3.369 1.489 -0.787 0.339
H -1.876 0.935 -1.639 0.178
H -3.355 -1.415 0.996 0.265
H -0.523 -1.858 -1.489 0.453
H -4.231 -0.163 0.227 0.215
```

The LUMO energy comes out at -3.3 eV. The energy above the lowest of the compared OMol25 structures with the same formula, charge and spin is 3.086 eV. The HOMO energy is -11.828 eV. Its charge is +1. For the HOMO-LUMO gap, the calculation gives 0.315 hartree.